Entry from the OMol25 dataset: a cluster of 9 separate species, H18O9 in total in a non-equilibrium geometry (wB97M-V/def2-TZVPD).

Calculated values
- 2S+1: 1
- E: -18717.53205 eV
- Highest occupied orbital energy: -11.028 eV
- Gap between HOMO and LUMO: 0.3865 Ha
- SMILES: O.O.O.O.O.O.O.O.O

```
27
Properties=species:S:1:pos:R:3:forces:R:3
H 0.322056 -0.295350 0.105594 0.61 -0.32 0.24
H 1.314001 -1.266159 -0.287096 0.49 -4.36 -2.20
H -3.791358 -0.460781 -0.878737 -0.29 -1.80 0.04
H -3.319001 -1.962558 -1.153965 0.37 0.18 0.11
H 1.729699 3.615653 -0.756189 -0.33 -1.11 4.31
H 1.128171 4.135817 -1.891321 0.15 0.31 -0.82
H -4.567983 -0.316976 1.926753 -1.86 -0.19 0.89
H -3.132820 -0.626995 1.784733 -0.70 0.66 -0.87
H -1.457967 0.090745 -0.366560 -0.57 -0.30 -1.25
H -1.129108 0.310643 0.957525 1.62 2.26 2.99
H 0.869140 -2.584794 -1.838679 0.02 0.16 -0.59
H -0.265206 -3.505270 -1.463830 -1.90 -0.57 -0.61
H -1.292453 3.443376 -1.434323 -0.30 -0.49 0.44
H -1.719028 2.273396 -0.434327 -0.03 1.47 -0.51
H 4.023181 -1.423574 -2.232604 1.84 1.01 -0.57
H 5.130007 -1.589321 -1.335397 0.93 0.03 0.52
H 2.413980 0.491798 4.273787 0.53 -0.51 0.36
H 3.065748 -0.836418 4.852678 -0.03 1.72 -0.24
O 1.265639 -0.508684 0.177239 -0.68 4.35 2.13
O -4.081908 -1.392840 -1.076165 -0.25 1.33 -0.32
O 1.975310 3.782456 -1.604940 0.19 0.83 -3.47
O -3.854703 -0.100203 1.369601 1.66 -0.18 0.50
O -1.607839 -0.300144 0.488045 -0.39 -1.75 -2.07
O 0.586858 -3.243710 -1.212132 1.91 0.42 1.01
O -1.760477 3.247660 -0.604353 0.26 -0.92 0.06
O 4.992445 -1.132717 -2.165939 -2.74 -1.04 0.06
O 3.163622 0.154958 4.800596 -0.49 -1.22 -0.13
```
Forces are in eV/Å.

---

Entry from the OMol25 dataset: the ion C5H7F2N2O with charge +1 in a non-equilibrium geometry (wB97M-V/def2-TZVPD).

Calculated values
- 2S+1: 1
- E: -15752.33519 eV
- Highest occupied orbital energy: -14.284 eV
- Gap between HOMO and LUMO: 0.3551 Ha
- Net charge: +1
- SMILES: [NH3+][C@]1(O)N=CC=C(F)[C@H]1F

```
17
Properties=species:S:1:pos:R:3:forces:R:3
C -1.134147 -0.865596 -1.650254 -1.28 0.09 -1.42
C -1.637471 -0.960716 -0.263359 2.58 0.37 -0.90
C 0.036854 -0.239547 -1.807386 0.42 -0.35 -1.39
C 0.914704 0.040527 -0.596578 1.26 1.50 -0.30
C 0.040431 0.416476 0.654666 0.83 0.29 -1.42
N -1.061223 -0.474665 0.759900 -0.34 1.01 1.29
N 0.841545 0.197441 2.009598 -0.39 0.98 -0.71
O -0.248385 1.842197 0.764761 0.51 -2.37 0.60
F 0.650088 -0.096581 -3.027422 -0.90 -0.16 2.16
F 1.862584 1.051502 -0.802060 -0.93 0.17 -0.12
H -1.764016 -1.307859 -2.521341 1.38 0.98 1.66
H -2.370795 -1.650130 -0.033612 -1.92 -1.16 0.13
H 1.618927 -0.794052 -0.547692 -0.72 -0.73 0.76
H 0.138007 -0.152528 2.626354 -1.17 -0.16 0.74
H 1.056533 1.162034 2.304282 0.49 -0.41 0.09
H 1.602477 -0.487684 2.156940 0.04 0.65 -1.02
H -0.546114 2.319182 -0.026797 0.13 -0.70 -0.16
```
Forces are in eV/Å.

---

Entry from the OMol25 dataset: a structure of composition C4H12N2O3P in a non-equilibrium geometry (wB97M-V/def2-TZVPD).

Calculated values
- 2S+1: 1
- E: -22757.04736 eV
- Highest occupied orbital energy: -4.041 eV
- Gap between HOMO and LUMO: 0.2908 Ha
- Net charge: -1

```
22
Properties=species:S:1:pos:R:3:forces:R:3
C 2.326798 0.380366 -0.575802 -1.49 -0.28 -2.82
C 0.788772 -1.635980 -0.675641 -1.17 1.23 1.86
C 0.802228 -0.094914 -0.731229 0.45 2.34 -0.74
C -0.088680 0.654657 0.306656 -2.14 -2.50 -1.07
N -0.256013 2.096093 0.154709 -1.67 -0.07 -1.89
N 0.330996 0.311624 1.675261 -0.38 0.78 -0.25
O -2.392942 -0.770323 -1.329697 0.75 0.40 0.27
O -2.212405 -1.273796 1.138161 -0.09 1.01 -0.47
O -2.923222 1.083171 0.360248 -0.16 0.31 0.57
P -2.065410 -0.077701 -0.032756 2.26 0.28 -0.88
H 2.478306 0.577392 0.442643 0.71 -0.05 1.44
H 2.810412 -0.534828 -0.998042 0.76 1.41 0.57
H 2.568972 1.325904 -1.175284 -0.36 -1.40 0.74
H 0.119818 -2.189170 -1.306308 -0.40 0.19 -0.48
H 1.792752 -1.898256 -0.805705 1.27 -1.12 -0.44
H 0.543378 -1.903981 0.366369 0.05 -0.25 -0.35
H 0.456319 0.303142 -1.722459 0.14 -0.68 0.63
H -1.187932 2.159736 0.679667 1.18 0.68 -1.13
H -0.570915 2.277545 -0.917724 0.89 -0.62 3.30
H -0.041007 -0.621980 1.831199 -0.03 0.31 0.48
H -0.120963 0.970762 2.333128 0.24 -0.76 -0.51
H -3.159266 -1.139456 0.982611 -0.82 -1.20 1.16
```
Forces are in eV/Å.

---

What is the formula in the first record? H18O9

---

Copy entry 1 word for word.
Entry from the OMol25 dataset: a cluster of 9 separate species, H18O9 in total in a non-equilibrium geometry (wB97M-V/def2-TZVPD).

Calculated values
- 2S+1: 1
- E: -18717.53205 eV
- Highest occupied orbital energy: -11.028 eV
- Gap between HOMO and LUMO: 0.3865 Ha
- SMILES: O.O.O.O.O.O.O.O.O

```
27
Properties=species:S:1:pos:R:3:forces:R:3
H 0.322056 -0.295350 0.105594 0.61 -0.32 0.24
H 1.314001 -1.266159 -0.287096 0.49 -4.36 -2.20
H -3.791358 -0.460781 -0.878737 -0.29 -1.80 0.04
H -3.319001 -1.962558 -1.153965 0.37 0.18 0.11
H 1.729699 3.615653 -0.756189 -0.33 -1.11 4.31
H 1.128171 4.135817 -1.891321 0.15 0.31 -0.82
H -4.567983 -0.316976 1.926753 -1.86 -0.19 0.89
H -3.132820 -0.626995 1.784733 -0.70 0.66 -0.87
H -1.457967 0.090745 -0.366560 -0.57 -0.30 -1.25
H -1.129108 0.310643 0.957525 1.62 2.26 2.99
H 0.869140 -2.584794 -1.838679 0.02 0.16 -0.59
H -0.265206 -3.505270 -1.463830 -1.90 -0.57 -0.61
H -1.292453 3.443376 -1.434323 -0.30 -0.49 0.44
H -1.719028 2.273396 -0.434327 -0.03 1.47 -0.51
H 4.023181 -1.423574 -2.232604 1.84 1.01 -0.57
H 5.130007 -1.589321 -1.335397 0.93 0.03 0.52
H 2.413980 0.491798 4.273787 0.53 -0.51 0.36
H 3.065748 -0.836418 4.852678 -0.03 1.72 -0.24
O 1.265639 -0.508684 0.177239 -0.68 4.35 2.13
O -4.081908 -1.392840 -1.076165 -0.25 1.33 -0.32
O 1.975310 3.782456 -1.604940 0.19 0.83 -3.47
O -3.854703 -0.100203 1.369601 1.66 -0.18 0.50
O -1.607839 -0.300144 0.488045 -0.39 -1.75 -2.07
O 0.586858 -3.243710 -1.212132 1.91 0.42 1.01
O -1.760477 3.247660 -0.604353 0.26 -0.92 0.06
O 4.992445 -1.132717 -2.165939 -2.74 -1.04 0.06
O 3.163622 0.154958 4.800596 -0.49 -1.22 -0.13
```
Forces are in eV/Å.